(1)
53
Properties=species:S:1:pos:R:3:nbo_charge:R:1 method="wB97M-V/def2-TZVPD" energy_ha=-1122.092837 gap_ev=9.247 homo_energy_ev=-8.49 e_lumo_ev=0.76
C -3.8740 -0.0038 -2.2743 -0.646
C -4.4117 0.0171 -0.8357 0.269
C -5.9066 -0.3139 -0.8581 -0.609
C -3.6706 -1.0037 0.0497 -0.421
C -2.2478 -0.5609 0.3925 -0.242
C -1.5703 -1.5630 1.3467 -0.204
N -0.1303 -1.4374 1.4515 -0.637
C 0.6081 -2.0044 0.3379 -0.218
C 2.0985 -1.6713 0.4346 -0.376
C 2.4733 -0.3750 -0.3044 -0.296
C 3.9765 -0.1972 -0.3572 -0.015
C 4.7256 -0.0793 0.8077 -0.185
C 6.0972 0.0835 0.7569 -0.273
C 6.7171 0.1298 -0.4783 0.389
F 8.0566 0.2891 -0.5361 -0.325
C 6.0010 0.0176 -1.6544 -0.276
C 4.6288 -0.1456 -1.5822 -0.184
C 1.8370 0.8490 0.2784 0.308
C 1.7707 1.3582 1.5442 -0.342
C 1.0650 2.5833 1.4443 -0.302
C 0.7579 2.7315 0.1288 0.073
O 1.2197 1.6878 -0.5821 -0.405
C -2.3216 0.8379 1.0044 -0.431
C -3.0399 1.7744 0.0353 -0.059
O -4.3369 1.3257 -0.2739 -0.544
H -4.3445 0.7919 -2.8471 0.219
H -2.7976 0.1400 -2.3067 0.205
H -4.1071 -0.9576 -2.7398 0.213
H -6.4271 0.3846 -1.5071 0.214
H -6.0661 -1.3263 -1.2180 0.205
H -6.3177 -0.2202 0.1431 0.215
H -3.6545 -1.9687 -0.4601 0.209
H -4.2280 -1.1213 0.9821 0.206
H -1.6545 -0.5110 -0.5277 0.194
H -1.9850 -1.4342 2.3518 0.192
H -1.7894 -2.5845 1.0220 0.188
H 0.1193 -0.4614 1.5746 0.365
H 0.4718 -3.0903 0.3941 0.193
H 0.2294 -1.6782 -0.6465 0.157
H 2.3696 -1.6034 1.4873 0.212
H 2.6782 -2.4811 -0.0118 0.218
H 2.1070 -0.4515 -1.3346 0.228
H 4.2351 -0.1124 1.7670 0.213
H 6.6859 0.1753 1.6559 0.230
H 6.5132 0.0587 -2.6026 0.230
H 4.0605 -0.2328 -2.4966 0.213
H 2.1565 0.9216 2.4422 0.232
H 0.8228 3.2528 2.2439 0.230
H 0.2307 3.4966 -0.4050 0.207
H -1.3282 1.2354 1.2175 0.215
H -2.8838 0.7926 1.9399 0.200
H -3.1817 2.7611 0.4839 0.191
H -2.4378 1.8946 -0.8778 0.155

=====

(2)
55
Properties=species:S:1:pos:R:3:nbo_charge:R:1 method="wB97M-V/def2-TZVPD" energy_ha=-1227.498080 gap_ev=8.326 homo_energy_ev=-7.67 e_lumo_ev=0.66
C -6.5107 -0.1017 -0.5532 -0.617
C -5.0405 -0.2967 -0.8895 -0.061
O -4.4220 -0.9053 0.2255 -0.505
C -3.0906 -1.1951 0.1601 0.281
C -2.5442 -1.8060 1.2892 -0.245
C -1.2048 -2.1235 1.3342 -0.246
C -0.3702 -1.8462 0.2517 0.212
N 0.9865 -2.1597 0.3669 -0.636
C 1.9770 -1.9752 -0.5687 0.804
O 1.7838 -1.6566 -1.7202 -0.652
N 3.2351 -2.2608 -0.0835 -0.633
C 4.3627 -1.6058 -0.7124 -0.217
C 4.7171 -0.2887 0.0077 -0.432
C 3.4580 0.4739 0.3173 -0.031
C 2.9215 0.4778 1.5939 -0.234
C 1.7155 1.1078 1.8549 -0.307
C 1.0001 1.7403 0.8490 0.297
O -0.1610 2.4429 1.0462 -0.521
C -0.7478 2.5014 2.3276 -0.060
C -1.5218 1.2374 2.6886 -0.640
C 1.5178 1.7084 -0.4624 0.261
O 0.9372 2.2789 -1.5510 -0.507
C -0.4762 2.3715 -1.6382 -0.058
C -0.8446 2.3430 -3.1150 -0.623
C 2.7403 1.0929 -0.6946 -0.228
C -0.9163 -1.2488 -0.8767 -0.255
C -2.2617 -0.9256 -0.9223 -0.287
H -6.6099 0.5293 0.3257 0.213
H -6.9726 -1.0623 -0.3428 0.214
H -7.0228 0.3660 -1.3892 0.212
H -4.5682 0.6736 -1.1011 0.168
H -4.9366 -0.9376 -1.7762 0.171
H -3.1921 -2.0164 2.1253 0.224
H -0.7976 -2.5926 2.2197 0.203
H 1.2619 -2.4996 1.2769 0.387
H 3.3264 -2.3702 0.9166 0.372
H 5.2199 -2.2844 -0.7149 0.197
H 4.0586 -1.4055 -1.7409 0.235
H 5.2480 -0.5124 0.9361 0.201
H 5.3769 0.2968 -0.6333 0.221
H 3.4482 -0.0012 2.4082 0.202
H 1.3455 1.1063 2.8680 0.216
H 0.0072 2.7314 3.0902 0.169
H -1.4368 3.3493 2.2656 0.191
H -0.8673 0.3699 2.7080 0.213
H -1.9835 1.3572 3.6650 0.213
H -2.2977 1.0521 1.9505 0.220
H -0.9429 1.5299 -1.1169 0.185
H -0.8181 3.3056 -1.1756 0.177
H -0.3577 3.1635 -3.6349 0.212
H -1.9211 2.4365 -3.2309 0.205
H -0.5145 1.4080 -3.5597 0.212
H 3.1084 1.0934 -1.7081 0.227
H -0.2816 -1.0393 -1.7208 0.260
H -2.6483 -0.4617 -1.8161 0.220

=====

(3)
58
Properties=species:S:1:pos:R:3:nbo_charge:R:1 method="wB97M-V/def2-TZVPD" energy_ha=-1776.090163 gap_ev=8.922 homo_energy_ev=-8.30 e_lumo_ev=0.62
C 7.0083 1.6311 4.1605 -0.252
O 6.1123 1.8908 3.1059 -0.489
C 5.2750 0.8969 2.7055 0.268
C 5.2079 -0.3719 3.2677 -0.225
C 4.3099 -1.3166 2.7901 -0.321
C 3.4553 -1.0175 1.7357 0.376
O 2.5325 -1.8511 1.2029 -0.501
C 2.4448 -3.1663 1.7025 -0.251
C 3.5385 0.2568 1.1716 -0.377
S 2.4623 0.6500 -0.2051 2.326
O 2.6510 -0.3080 -1.2528 -0.928
O 2.6675 2.0377 -0.5259 -0.952
N 0.9629 0.4121 0.5082 -0.678
C 0.0191 -0.3885 -0.2380 -0.224
C -0.6789 0.4389 -1.3140 -0.251
N -1.3434 1.5751 -0.6940 -0.456
C -2.1519 2.3330 -1.6270 -0.230
C -3.4146 1.5713 -2.0640 0.066
O -4.3043 2.4316 -2.7390 -0.708
C -4.0987 0.8785 -0.8598 -0.102
O -3.8229 -0.4979 -0.7783 -0.516
C -4.3891 -1.3482 -1.6854 0.381
C -5.2650 -0.9775 -2.6999 -0.338
C -5.7892 -1.9460 -3.5409 -0.184
C -5.4513 -3.2776 -3.3897 -0.247
C -4.5719 -3.6461 -2.3833 -0.190
C -4.0439 -2.6926 -1.5381 -0.288
C -0.3610 2.4146 -0.0249 -0.241
C 0.3587 1.6043 1.0541 -0.228
C 4.4213 1.1975 1.6406 -0.211
H 6.4794 1.3913 5.0886 0.174
H 7.6969 0.8173 3.9124 0.176
H 7.5741 2.5511 4.2973 0.203
H 5.8521 -0.6504 4.0868 0.215
H 4.2920 -2.2884 3.2571 0.223
H 2.1569 -3.1757 2.7590 0.176
H 3.3867 -3.7086 1.5751 0.180
H 1.6686 -3.6504 1.1130 0.204
H 0.5808 -1.2050 -0.6883 0.241
H -0.7215 -0.7827 0.4631 0.206
H -1.4245 -0.1819 -1.8097 0.213
H 0.0731 0.7649 -2.0539 0.178
H -1.5892 2.6370 -2.5265 0.185
H -2.4766 3.2457 -1.1126 0.186
H -3.1579 0.8082 -2.8050 0.191
H -4.4797 3.2013 -2.1850 0.463
H -5.1821 1.0544 -0.9117 0.182
H -3.7081 1.2890 0.0741 0.210
H -5.5382 0.0540 -2.8554 0.231
H -6.4689 -1.6464 -4.3251 0.214
H -5.8653 -4.0233 -4.0513 0.212
H -4.2967 -4.6828 -2.2571 0.213
H -3.3591 -2.9600 -0.7486 0.219
H -0.8776 3.2575 0.4419 0.200
H 0.3936 2.8034 -0.7273 0.195
H 1.1505 2.2031 1.5048 0.224
H -0.3536 1.2950 1.8252 0.205
H 4.4533 2.1681 1.1737 0.256

=====

(4)
57
Properties=species:S:1:pos:R:3:nbo_charge:R:1 method="wB97M-V/def2-TZVPD" energy_ha=-1337.036656 gap_ev=9.311 homo_energy_ev=-8.60 e_lumo_ev=0.71
C 4.7378 3.1448 -6.4040 -0.613
C 5.5267 3.4786 -5.1393 -0.205
N 4.6605 3.9424 -4.0865 -0.337
C 4.2844 5.2411 -3.8684 -0.109
C 3.4136 5.2160 -2.8210 -0.087
N 3.2426 3.9366 -2.3949 -0.494
C 3.9929 3.1942 -3.1721 0.341
C 4.1162 1.7146 -3.0330 -0.270
N 3.0357 1.2172 -2.2166 -0.610
C 2.2673 0.1807 -2.6383 0.674
O 2.5449 -0.4660 -3.6338 -0.635
C 1.0891 -0.1312 -1.7862 -0.182
C 0.0513 -0.8704 -2.3542 -0.134
C -1.0660 -1.1959 -1.6221 -0.285
C -1.1768 -0.8038 -0.2847 0.403
O -2.3294 -1.1697 0.3327 -0.509
C -2.5567 -0.8417 1.6921 0.100
C -1.8302 -1.8055 2.6371 -0.438
C -2.2114 -1.5081 4.0888 -0.216
N -3.6437 -1.5891 4.2550 -0.436
C -4.3212 -2.4533 5.0386 0.650
O -5.5371 -2.4581 5.1029 -0.627
C -3.4972 -3.4276 5.8909 -0.159
O -2.5969 -4.2287 5.1592 -0.538
C -3.2427 -5.1633 4.3270 -0.253
C -4.3776 -0.6753 3.4024 -0.227
C -4.0637 -0.9468 1.9332 -0.418
C -0.1335 -0.0857 0.2935 -0.339
C 0.9821 0.2479 -0.4540 -0.152
H 4.2039 4.0235 -6.7586 0.213
H 4.0134 2.3586 -6.2063 0.217
H 5.4141 2.8073 -7.1844 0.216
H 6.0646 2.5946 -4.7869 0.209
H 6.2556 4.2661 -5.3518 0.209
H 4.6672 6.0478 -4.4588 0.215
H 2.9008 6.0267 -2.3448 0.208
H 4.0604 1.2053 -4.0019 0.245
H 5.0826 1.4614 -2.5695 0.205
H 2.6731 1.8925 -1.5600 0.423
H 0.1461 -1.1796 -3.3839 0.237
H -1.8769 -1.7583 -2.0570 0.225
H -2.2362 0.1923 1.8894 0.172
H -0.7494 -1.7250 2.5158 0.220
H -2.1215 -2.8262 2.3840 0.215
H -1.7113 -2.2153 4.7457 0.241
H -1.8918 -0.4898 4.3488 0.184
H -4.2174 -4.0524 6.4369 0.200
H -2.8973 -2.8678 6.6144 0.204
H -2.4563 -5.7140 3.8146 0.197
H -3.8536 -5.8570 4.9157 0.174
H -3.8878 -4.6699 3.5917 0.170
H -5.4403 -0.8172 3.6047 0.256
H -4.0970 0.3526 3.6610 0.187
H -4.5904 -0.2332 1.2996 0.223
H -4.3919 -1.9504 1.6601 0.214
H -0.1717 0.2225 1.3267 0.215
H 1.7827 0.7871 0.0301 0.213